No. 1
{
  "formula": "C4H4BrNOS",
  "method": "ωB97M-V/def2-TZVPD",
  "symbols": ["C", "C", "C", "C", "N", "O", "S", "Br", "H", "H", "H", "H"],
  "positions_angstrom": [[-0.49060, 2.23381, -0.07273], [-0.48572, 0.10150, 0.12490], [-1.81352, 0.19849, 0.13425], [1.68908, -1.55415, -0.03868], [0.24784, 1.18348, -0.02176], [0.32941, -1.50630, -0.01448], [-2.22277, 1.92618, 0.01489], [-3.04560, -1.20547, 0.05636], [-0.30039, 3.29448, -0.21941], [2.01666, -1.35418, 1.06015], [2.26402, -0.76760, -0.77791], [1.81159, -2.55023, -0.24559]],
  "de_lowest_kj_mol": 295.2,
  "lumo_energy_ev": 0.24,
  "total_charge": 0,
  "homo_lumo_gap_ha": 0.3473
}

=====

No. 2
{
  "formula": "C4H4BrPS",
  "method": "ωB97M-V/def2-TZVPD",
  "symbols": ["C", "C", "C", "C", "P", "S", "Br", "H", "H", "H", "H"],
  "positions_angstrom": [[0.64076, -0.17067, -0.69514], [1.76635, -0.45384, -1.47453], [-0.60172, -0.74279, -0.97964], [2.03533, -1.49506, -2.30853], [-1.80292, -0.12347, 0.34758], [-1.13410, -1.88982, -1.95410], [2.01546, -2.07487, -3.94902], [0.87151, 0.38881, 0.16045], [2.64711, -0.12807, -0.97900], [-1.29879, -1.02996, 1.22017], [-2.77358, -0.93990, -0.19716]],
  "de_lowest_kj_mol": 437.7,
  "lumo_energy_ev": [-1.67, -1.39],
  "total_charge": 0,
  "homo_lumo_gap_ha": [0.2277, 0.2398]
}

=====

No. 3
{
  "formula": "C4H4CeCl2ErN2O3S",
  "method": "ωB97M-V/def2-TZVPD",
  "symbols": ["Ce", "Er", "Cl", "Cl", "C", "C", "C", "O", "O", "O", "N", "C", "N", "S", "H", "H", "H", "H"],
  "positions_angstrom": [[-0.59044, -0.46133, -3.58333], [0.00773, -0.10263, -0.83281], [-1.31996, -1.90169, -1.61613], [-1.20290, 1.55185, -2.15139], [1.03256, 1.52075, 0.08820], [-0.08079, -2.00768, -4.55851], [0.00250, 0.66807, -4.98966], [1.61587, 2.39027, 0.57085], [0.22589, -2.94577, -5.15573], [0.35992, 1.35016, -5.84923], [0.00008, -1.18508, 3.72850], [0.00522, 0.00783, 3.16559], [0.00054, 1.18759, 3.72661], [-0.05773, -0.07396, 1.56410], [0.00037, -1.23430, 4.72547], [0.00027, -2.09415, 3.22038], [0.00064, 2.09608, 3.22068], [0.00023, 1.23401, 4.72639]],
  "spin_multiplicity": 5,
  "de_lowest_kj_mol": 1116.4,
  "lumo_energy_ev": [-18.42, -18.54],
  "total_charge": 4,
  "homo_lumo_gap_ha": [0.1962, 0.1935],
  "s_squared": 6.02
}

=====

No. 4
{
  "formula": "C4H4CeCl2GaN2O4",
  "method": "ωB97M-V/def2-TZVPD",
  "symbols": ["Ga", "Ce", "Cl", "Cl", "C", "C", "C", "O", "O", "O", "N", "C", "N", "O", "H", "H", "H", "H"],
  "positions_angstrom": [[-0.51927, -0.46368, -3.50312], [0.16922, -0.24396, -0.56823], [-1.52447, -2.13402, -1.62178], [-1.33880, 1.66153, -2.14553], [1.19281, 1.72023, 0.15143], [-0.10549, -2.03686, -4.38568], [-0.02161, 0.70921, -4.82668], [1.69171, 2.53567, 0.82320], [0.22868, -2.96163, -5.01497], [0.36347, 1.36409, -5.71268], [-0.00087, 1.17769, 3.54794], [-0.03174, -0.02242, 2.90622], [0.01448, -1.19600, 3.58267], [-0.12262, -0.09238, 1.63665], [-0.00783, 1.21328, 4.57207], [-0.00882, 2.01965, 2.97422], [0.01018, -2.01859, 2.98273], [0.01096, -1.23180, 4.60154]],
  "spin_multiplicity": 2,
  "de_lowest_kj_mol": 77.2,
  "lumo_energy_ev": [-19.50, -19.55],
  "total_charge": 4,
  "homo_lumo_gap_ha": [0.1321, 0.1305],
  "s_squared": 0.75
}

=====

No. 5
{
  "formula": "C4H4CeO",
  "method": "ωB97M-V/def2-TZVPD",
  "symbols": ["H", "C", "C", "C", "H", "H", "C", "O", "Ce", "H"],
  "positions_angstrom": [[3.00813, -0.74243, -0.40895], [1.96398, -0.53657, -0.60816], [1.11881, 0.37889, -0.62150], [-0.16178, 0.98941, -0.45720], [-0.61538, 1.27930, -1.41593], [-0.12270, 1.88931, 0.17402], [-1.30280, -0.28145, 0.41399], [-1.12167, -0.44112, 1.75071], [-0.42445, -2.56317, 1.02649], [-2.34213, 0.02782, 0.14653]],
  "spin_multiplicity": 3,
  "lumo_energy_ev": [-0.14, -0.83],
  "total_charge": 0,
  "homo_lumo_gap_ha": [0.2011, 0.2256],
  "s_squared": 2.01
}

=====

No. 6
{
  "formula": "C4H4Cl2FeN2O3RhS",
  "method": "ωB97M-V/def2-TZVPD",
  "symbols": ["Rh", "Fe", "Cl", "Cl", "C", "C", "C", "O", "O", "O", "N", "C", "N", "S", "H", "H", "H", "H"],
  "positions_angstrom": [[-2.83502, 0.47388, -5.88470], [-0.28065, 0.15255, -0.34025], [-1.58408, -1.26440, -5.09253], [-1.97877, 0.46760, -1.67361], [0.86860, 1.45757, 0.74529], [-2.91731, -0.17466, -7.61606], [-3.82730, 1.83493, -6.49808], [1.35382, 2.38897, 1.18870], [-3.06429, -0.46558, -8.72801], [-4.47492, 2.66877, -7.01553], [0.70356, 0.08274, 3.59173], [1.34555, -0.81548, 2.81280], [2.42094, -1.36159, 3.43951], [0.89340, -1.31725, 1.24088], [1.10990, 0.46686, 4.44524], [-0.12972, 0.49656, 3.18994], [2.97969, -2.11788, 3.04555], [2.71245, -0.96203, 4.30928]],
  "spin_multiplicity": 10,
  "de_lowest_kj_mol": 0.0,
  "lumo_energy_ev": [-14.31, -19.19],
  "total_charge": 4,
  "homo_lumo_gap_ha": [0.3316, 0.1634],
  "s_squared": 24.80
}

=====

No. 7
{
  "formula": "C4H4Cl2O",
  "method": "ωB97M-V/def2-TZVPD",
  "symbols": ["C", "C", "C", "C", "O", "Cl", "Cl", "H", "H", "H", "H"],
  "positions_angstrom": [[1.49528, -1.93526, 0.01992], [0.71725, -1.03400, -0.49460], [-0.48225, 1.40832, 0.40488], [-1.05893, 0.15804, -0.15577], [1.94270, -0.47391, -0.43643], [-1.97996, -0.82541, 0.92522], [-1.76213, 0.28668, -1.72571], [2.14978, -2.74875, -0.16476], [0.31231, 1.77371, -0.24270], [-0.07560, 1.21850, 1.39411], [-1.25843, 2.17209, 0.47583]],
  "de_lowest_kj_mol": 560.0,
  "lumo_energy_ev": [-0.61, -0.61],
  "total_charge": 0,
  "homo_lumo_gap_ha": [0.2774, 0.2773]
}

=====

No. 8
{
  "formula": "C4H4Cl4OS",
  "method": "ωB97M-V/def2-TZVPD",
  "symbols": ["C", "C", "C", "C", "O", "S", "Cl", "Cl", "Cl", "Cl", "H", "H", "H", "H"],
  "positions_angstrom": [[1.21062, 0.40443, 0.55992], [0.11211, 0.19105, 1.58238], [0.79790, -0.35566, -0.76525], [-2.04108, 0.07290, -0.41930], [-1.04920, -0.33897, -2.80590], [-0.76657, 0.48995, -1.60799], [2.70172, -0.32299, 1.07542], [-0.57969, 1.54814, 2.45963], [1.94732, -0.26469, -2.03257], [-2.47563, -1.50016, -0.36665], [1.37842, 1.55410, 0.34353], [0.18353, -0.70826, 2.10758], [0.43962, -1.38402, -0.62600], [-1.85906, 0.61416, 0.49521]],
  "de_lowest_kj_mol": 396.4,
  "lumo_energy_ev": [-1.30, -1.50],
  "total_charge": 0,
  "homo_lumo_gap_ha": [0.2844, 0.2917]
}

=====

No. 9
{
  "formula": "C4H4ClF",
  "method": "ωB97M-V/def2-TZVPD",
  "symbols": ["C", "C", "C", "C", "F", "Cl", "H", "H", "H", "H"],
  "positions_angstrom": [[1.04117, 2.36971, 0.93894], [0.09547, 1.74317, 1.23814], [-0.71231, -0.77075, -0.80911], [0.04572, -1.78069, -0.40886], [-1.05757, 1.21635, 1.51062], [-0.01094, -3.31003, -1.28856], [1.80362, 2.73027, 0.35398], [-1.43943, -0.89663, -1.55070], [-0.54185, 0.30557, -0.32183], [0.77612, -1.60698, 0.33737]],
  "de_lowest_kj_mol": 297.8,
  "lumo_energy_ev": 0.78,
  "total_charge": 0,
  "homo_lumo_gap_ha": 0.3882
}

=====

No. 10
{
  "formula": "C4H4ClFN2O",
  "method": "ωB97M-V/def2-TZVPD",
  "symbols": ["C", "C", "C", "C", "N", "N", "O", "F", "Cl", "H", "H", "H", "H"],
  "positions_angstrom": [[-1.90469, 1.44210, -0.87096], [-0.60831, -0.15697, -0.48303], [1.95199, -0.17538, 1.17957], [0.24691, -1.25123, -0.60749], [-1.01520, 0.65120, -1.47211], [-2.12054, 1.14460, 0.35740], [-1.37853, 0.09615, 0.63069], [2.65745, 0.58777, 0.42974], [-0.01612, -2.61048, 0.44542], [-2.26651, 2.33148, -1.43458], [1.30092, 0.36092, 1.74064], [1.98697, -1.21999, 1.31951], [1.16567, -1.20017, -1.23479]],
  "de_lowest_kj_mol": 78.6,
  "lumo_energy_ev": [-1.45, 0.24],
  "total_charge": 0,
  "homo_lumo_gap_ha": [0.2567, 0.3295]
}

=====

No. 11
{
  "formula": "C4H4ClFO",
  "method": "ωB97M-V/def2-TZVPD",
  "symbols": ["C", "C", "C", "C", "H", "H", "H", "H", "O", "F", "Cl"],
  "positions_angstrom": [[-1.34652, -0.24772, 0.13904], [0.04938, -0.80153, -0.00844], [1.24003, -0.13117, -0.03015], [0.99801, 1.21060, -0.08071], [-1.65853, -0.03520, 1.33786], [-1.41140, 0.65040, -0.55102], [-0.18629, -1.96364, -0.50809], [1.87290, 1.93448, 0.10407], [-0.15255, 1.71227, -0.17318], [-2.20919, -1.40673, -0.17822], [2.80416, -0.92176, -0.05117]],
  "de_lowest_kj_mol": 253.8,
  "lumo_energy_ev": -1.00,
  "total_charge": 0,
  "homo_lumo_gap_ha": 0.3292
}

=====

No. 12
{
  "formula": "C4H4ClFO",
  "method": "ωB97M-V/def2-TZVPD",
  "symbols": ["C", "C", "C", "C", "H", "H", "H", "H", "O", "F", "Cl"],
  "positions_angstrom": [[-0.11014, -0.94450, 0.46779], [0.14013, 0.02843, -0.39280], [0.11957, 2.21410, -1.17597], [-0.03814, 3.56602, -0.98046], [0.57368, -0.22769, -1.37382], [0.62115, 1.83708, -2.04103], [0.17868, 4.30612, -1.80855], [-0.25486, 3.91000, 0.00917], [-0.07443, 1.35499, -0.10411], [-0.56804, -0.65934, 1.66940], [0.23063, -2.58327, 0.20654]],
  "de_lowest_kj_mol": 122.7,
  "lumo_energy_ev": 0.84,
  "total_charge": 0,
  "homo_lumo_gap_ha": 0.3492
}

=====

No. 13
{
  "formula": "C4H4ClFOS",
  "method": "ωB97M-V/def2-TZVPD",
  "symbols": ["C", "C", "C", "C", "H", "H", "H", "H", "O", "F", "S", "Cl"],
  "positions_angstrom": [[0.82745, -0.58822, 0.11900], [-0.28897, 0.23205, -0.58747], [-1.55972, -0.46217, -0.15146], [-2.62974, -0.11574, 0.68341], [3.29223, -1.01406, 0.78626], [-0.12715, 0.20948, -1.71387], [-2.55901, 0.90463, 1.32308], [-3.51676, -0.68811, 0.51643], [0.31314, -1.35130, 1.00782], [-1.55960, -1.57779, -0.85675], [2.62487, -0.16821, -0.10452], [-0.33236, 1.99379, 0.00162]],
  "de_lowest_kj_mol": 235.2,
  "lumo_energy_ev": -0.23,
  "total_charge": 0,
  "homo_lumo_gap_ha": 0.3406
}

=====

No. 14
{
  "formula": "C4H4ClIO",
  "method": "ωB97M-V/def2-TZVPD",
  "symbols": ["C", "C", "C", "C", "O", "Cl", "I", "H", "H", "H", "H"],
  "positions_angstrom": [[0.15329, -0.36293, -1.45896], [0.10390, 0.30302, -0.39894], [-0.16427, -1.69227, 1.45175], [0.10502, 1.54092, 0.39626], [-0.26076, -1.47237, 2.63686], [-0.33088, -3.19752, 0.59041], [0.02342, 0.61122, -3.41262], [0.08511, -1.36296, -1.69430], [0.60066, 1.51875, 1.35209], [0.51804, 2.31047, -0.11547], [-0.83351, 1.80367, 0.65292]],
  "de_lowest_kj_mol": 338.4,
  "lumo_energy_ev": [-1.39, -1.19],
  "total_charge": 0,
  "homo_lumo_gap_ha": [0.2558, 0.2947]
}

=====

No. 15
{
  "formula": "C4H4ClNO2",
  "method": "ωB97M-V/def2-TZVPD",
  "symbols": ["C", "C", "C", "C", "H", "H", "H", "H", "N", "O", "O", "Cl"],
  "positions_angstrom": [[-2.11204, 0.08087, -0.16712], [0.17267, -0.15234, -0.18334], [1.50569, 0.51071, 0.35010], [2.49224, -0.52850, 0.08570], [-1.90458, -0.40936, -1.41298], [-2.39533, -0.73304, 0.79904], [-2.85094, 1.16192, -0.08553], [1.16775, 0.41657, 1.50177], [3.05290, -1.56417, -0.23018], [-0.83812, 0.63314, 0.12117], [0.10487, -1.47198, -0.43865], [1.60490, 2.05618, -0.34000]],
  "de_lowest_kj_mol": 422.7,
  "lumo_energy_ev": -0.04,
  "total_charge": 0,
  "homo_lumo_gap_ha": 0.3940
}

=====

No. 16
{
  "formula": "C4H4ClNO2",
  "method": "ωB97M-V/def2-TZVPD",
  "symbols": ["C", "C", "C", "C", "H", "H", "H", "H", "N", "O", "O", "Cl"],
  "positions_angstrom": [[-0.89693, -1.66534, -0.04182], [-0.60389, -0.49427, 0.50760], [0.30717, 1.73233, 0.63623], [1.08857, 0.24094, -1.12028], [-0.49462, -2.09195, -0.92244], [-1.06360, -0.22142, 1.47964], [-0.44566, 1.84586, 1.45516], [1.65103, 1.10931, -1.47142], [0.28252, 0.50343, 0.00065], [1.11819, 2.56106, 0.32230], [1.09990, -0.85167, -1.61419], [-2.04267, -2.66828, 0.76858]],
  "de_lowest_kj_mol": 40.5,
  "lumo_energy_ev": 0.36,
  "total_charge": 0,
  "homo_lumo_gap_ha": 0.3595
}

=====

No. 17
{
  "formula": "C4H4ClNOS",
  "method": "ωB97M-V/def2-TZVPD",
  "symbols": ["C", "C", "C", "C", "H", "H", "H", "H", "N", "O", "S", "Cl"],
  "positions_angstrom": [[0.00731, -1.03217, -0.85034], [-1.09973, -0.78173, -0.05232], [-1.01710, 0.58412, 0.56987], [0.28454, 1.08188, 0.38791], [3.13574, -0.47832, -0.00719], [0.28517, -2.04096, -1.39915], [-1.90274, -1.56787, 0.17995], [-1.62063, 1.24714, -0.03691], [0.97261, -0.03858, -0.29233], [0.59289, 2.22175, 0.60520], [2.45162, -0.06413, -1.21237], [-2.08968, 0.86886, 2.10768]],
  "de_lowest_kj_mol": 254.1,
  "lumo_energy_ev": -0.27,
  "total_charge": 0,
  "homo_lumo_gap_ha": 0.3173
}

=====

No. 18
{
  "formula": "C4H4CsO",
  "method": "ωB97M-V/def2-TZVPD",
  "symbols": ["H", "C", "C", "H", "C", "C", "O", "Cs", "H", "H"],
  "positions_angstrom": [[3.43715, -1.33428, -0.61972], [4.42538, -0.37881, -1.42622], [3.52742, 0.44623, -1.81381], [5.42495, -0.57277, -1.80276], [2.17276, 0.61837, -1.54320], [1.39199, -0.46350, -1.07868], [1.86153, -1.38230, -0.29058], [-0.52952, -3.60002, 3.02721], [1.88203, 1.59640, -1.14397], [0.77026, -0.89785, -1.87907]],
  "de_lowest_kj_mol": 502.1,
  "lumo_energy_ev": [-4.02, -4.01],
  "total_charge": 1,
  "homo_lumo_gap_ha": [0.2297, 0.2605]
}

=====

No. 19
{
  "formula": "C4H4CuO6",
  "method": "ωB97M-V/def2-TZVPD",
  "symbols": ["O", "C", "O", "Cu", "O", "O", "C", "O", "O", "C", "C", "H", "H", "H", "H"],
  "positions_angstrom": [[1.33779, 1.52918, 0.70539], [1.99021, 0.79474, -0.08260], [2.94038, 1.11821, -0.79993], [-0.50523, 2.27372, 0.75151], [-1.32840, 0.27338, 0.29567], [-1.87576, -0.00714, -1.81668], [-1.82836, 0.80553, -0.87106], [-1.76796, 2.05723, -0.89273], [1.62573, -0.52786, -0.18636], [0.64502, -1.09503, 0.66590], [-0.74124, -1.11603, 0.04760], [0.95684, -2.13279, 0.84663], [0.62069, -0.56169, 1.62556], [-1.38881, -1.78618, 0.63343], [-0.68089, -1.62529, -0.92233]],
  "lumo_energy_ev": 2.88,
  "total_charge": -1,
  "homo_lumo_gap_ha": 0.2945
}